(1)
{
  "formula": "C6H10",
  "method": "wB97M-V/def2-TZVPD",
  "energy_ha": -234.3803,
  "charge": 0,
  "e_homo_ha": -0.2085,
  "e_above_lowest_kcal_mol": 139.4,
  "gap_ev": 4.74,
  "largest_force_ev_per_a": 3.201,
  "symbols": ["C", "C", "C", "C", "C", "C", "H", "H", "H", "H", "H", "H", "H", "H", "H", "H"],
  "coordinates": [[1.9095, -0.3772, -0.3939], [0.6373, -0.6788, 0.0701], [0.1791, -1.9274, 0.5534], [-1.4648, 0.4654, 0.9952], [-0.3901, 0.3359, 0.0116], [-0.2961, 1.4255, -1.0138], [-0.1552, 0.9472, -1.9866], [2.6650, -1.1442, -0.2932], [2.2322, 0.6124, -0.6730], [1.0195, -2.5677, 0.7893], [-0.8522, -2.2313, 0.5798], [-1.8132, 1.4585, 1.2540], [-1.5472, -0.3228, 0.1154], [-1.2249, 1.9908, -1.0820], [-1.4348, -0.0927, 1.9209], [0.5358, 2.1063, -0.8472]],
  "forces_ev_per_angstrom": [[-0.308, 0.071, 0.192], [-0.633, -1.010, -0.188], [1.244, 0.859, 0.243], [2.861, -0.222, 0.523], [1.389, 2.456, 1.512], [-0.949, -0.573, -0.703], [0.290, 0.123, 0.052], [0.018, 0.022, -0.169], [-0.055, 0.109, 0.160], [-0.573, -0.734, -0.060], [-0.076, -0.110, 0.093], [-1.132, -0.048, -1.535], [-2.647, -0.310, -0.254], [0.043, 0.167, 0.215], [0.422, -0.602, -0.369], [0.105, -0.198, 0.289]],
  "mulliken_charge": [-1.338, 1.326, -1.234, -1.007, 0.656, -1.482, 0.371, 0.281, 0.190, 0.246, 0.256, 0.356, 0.206, 0.436, 0.386, 0.351]
}

***

(2)
{
  "formula": "C6H10",
  "method": "wB97M-V/def2-TZVPD",
  "energy_ha": -234.4555,
  "charge": 0,
  "e_homo_ha": -0.3029,
  "e_above_lowest_kcal_mol": 92.3,
  "gap_ev": 9.27,
  "largest_force_ev_per_a": 0.368,
  "symbols": ["C", "C", "C", "C", "C", "C", "H", "H", "H", "H", "H", "H", "H", "H", "H", "H"],
  "coordinates": [[1.7046, -0.3568, 0.7335], [0.6762, -0.3910, -0.3855], [-0.6284, -1.1729, -0.0963], [-1.4609, 0.1080, -0.2645], [-1.4850, 1.0279, 0.8334], [-0.1045, 0.9307, -0.5848], [2.0953, -1.3610, 0.9334], [2.5516, 0.2904, 0.4755], [1.2461, 0.0213, 1.6539], [1.1457, -0.7088, -1.3226], [-0.8505, -1.9537, -0.8293], [-0.6938, -1.5892, 0.9132], [-2.1865, 0.1441, -1.0843], [0.1682, 1.7130, 0.1406], [-2.0275, 1.9241, 0.4661], [-0.1507, 1.3740, -1.5822]],
  "forces_ev_per_angstrom": [[0.018, -0.005, 0.041], [0.115, -0.034, 0.007], [-0.036, -0.142, 0.032], [-0.226, -0.028, 0.119], [-0.143, -0.039, -0.330], [0.251, 0.214, -0.162], [-0.059, 0.131, -0.033], [-0.132, -0.083, 0.026], [0.052, -0.061, -0.128], [-0.085, 0.063, 0.124], [0.028, 0.127, 0.099], [0.023, 0.060, -0.143], [0.124, 0.040, 0.141], [0.057, -0.006, -0.083], [0.068, -0.129, 0.093], [-0.057, -0.109, 0.196]],
  "mulliken_charge": [-1.632, 0.474, -0.951, 0.289, -0.924, -0.676, 0.373, 0.371, 0.402, 0.397, 0.275, 0.322, 0.422, 0.319, 0.213, 0.325]
}

***

(3)
{
  "formula": "C6H10",
  "method": "wB97M-V/def2-TZVPD",
  "energy_ha": -234.4095,
  "charge": 0,
  "e_homo_ha": [-0.2687, -0.2687],
  "e_above_lowest_kcal_mol": 121.1,
  "gap_ev": [7.26, 7.26],
  "largest_force_ev_per_a": 0.380,
  "symbols": ["C", "C", "C", "C", "C", "C", "H", "H", "H", "H", "H", "H", "H", "H", "H", "H"],
  "coordinates": [[2.0654, 0.6002, -0.0397], [0.7802, 0.2226, 0.6706], [-0.6437, -0.6229, -0.6233], [-1.8428, -1.4435, -0.2834], [-0.5616, 0.7164, -0.2958], [-1.1855, 1.8744, -0.2570], [2.1784, 0.0415, -0.9759], [2.0705, 1.6646, -0.2867], [2.9364, 0.3740, 0.5865], [0.8359, -0.7957, 1.0708], [0.5377, 0.8632, 1.5197], [0.1987, -1.1225, -1.1009], [-1.8348, -1.7361, 0.7748], [-2.7383, -0.8291, -0.4396], [-1.8905, -2.3603, -0.8786], [-0.9062, 2.5531, 0.5583]],
  "forces_ev_per_angstrom": [[0.008, 0.032, -0.066], [0.260, -0.040, 0.262], [0.000, 0.046, 0.061], [-0.011, -0.008, -0.009], [-0.306, 0.162, -0.150], [0.221, -0.286, 0.115], [-0.013, 0.072, 0.122], [-0.014, -0.151, 0.043], [-0.132, 0.008, -0.072], [-0.037, 0.115, -0.075], [-0.029, -0.069, -0.143], [-0.114, 0.110, 0.055], [0.010, 0.054, -0.131], [0.116, -0.061, 0.034], [0.038, 0.130, 0.077], [0.005, -0.112, -0.120]],
  "mulliken_charge": [-1.018, -0.544, -0.081, -1.080, -0.051, -0.356, 0.288, 0.298, 0.346, 0.379, 0.382, 0.323, 0.270, 0.331, 0.331, 0.182]
}

***

(4)
{
  "formula": "C6H10",
  "method": "wB97M-V/def2-TZVPD",
  "energy_ha": -234.3502,
  "charge": 0,
  "e_homo_ha": -0.2093,
  "e_above_lowest_kcal_mol": 158.3,
  "gap_ev": 4.31,
  "largest_force_ev_per_a": 4.042,
  "symbols": ["C", "C", "C", "C", "C", "C", "H", "H", "H", "H", "H", "H", "H", "H", "H", "H"],
  "coordinates": [[2.1538, -0.7031, -0.1744], [0.7165, -0.5270, -0.5692], [-0.3658, -0.4001, 0.3983], [-0.1718, -0.9148, 1.7060], [-1.3322, 1.4840, -1.0205], [-1.4601, 0.4226, 0.0986], [2.4970, 0.0477, 0.5873], [1.4095, -1.4186, 0.2649], [2.6723, -1.1680, -0.9951], [-1.4034, 0.9434, -1.8921], [0.4707, -0.3959, -1.6490], [-0.8337, -0.5331, 2.4831], [0.6678, -1.5328, 1.9802], [-0.4153, 2.1987, -0.9421], [-2.2709, 1.9856, -1.0438], [-2.3343, 0.5114, 0.7678]],
  "forces_ev_per_angstrom": [[-3.302, 0.622, -0.440], [-0.463, 3.667, -1.636], [1.096, -0.609, 2.084], [-0.744, 0.861, -0.740], [0.789, 0.470, 3.123], [0.379, 1.038, -1.484], [-0.131, -1.263, -0.541], [1.872, -2.349, 1.647], [0.801, 0.423, 0.184], [0.763, -1.223, -2.619], [0.114, -0.897, 0.752], [0.290, -0.352, -0.089], [0.043, -0.102, 0.004], [-1.837, -1.259, -0.270], [-0.479, 1.167, 0.180], [0.809, -0.196, -0.155]],
  "mulliken_charge": [-0.664, -0.201, 0.878, -1.461, -1.263, -0.256, 0.342, 0.097, 0.308, 0.397, 0.293, 0.214, 0.289, 0.270, 0.378, 0.380]
}

***

(5)
{
  "formula": "C6H10",
  "method": "wB97M-V/def2-TZVPD",
  "energy_ha": -234.5253,
  "charge": 0,
  "smiles": "C1=C[C@H]2C[C@H]2C1.[H][H]",
  "e_homo_ha": -0.3217,
  "e_above_lowest_kcal_mol": 48.4,
  "gap_ev": 10.06,
  "largest_force_ev_per_a": 0.347,
  "symbols": ["C", "C", "C", "C", "C", "C", "H", "H", "H", "H", "H", "H", "H", "H", "H", "H"],
  "coordinates": [[1.4569, 0.2093, 0.3853], [0.8084, 0.2497, -0.9607], [-0.3549, -0.7148, -1.2174], [-1.4452, -0.2348, -0.2826], [-1.0661, 0.8365, 0.4139], [0.3489, 1.2090, 0.1202], [2.4498, 0.6398, 0.4762], [1.3111, -0.6712, 0.9970], [-0.0136, -1.2793, 2.2322], [1.3920, 0.5961, -1.8075], [-0.6860, -0.6627, -2.2623], [-0.0819, -1.7624, -1.0245], [-0.6599, -1.2929, 1.8709], [-2.3999, -0.7472, -0.1858], [-1.6903, 1.3677, 1.1266], [0.6308, 2.2572, 0.1186]],
  "forces_ev_per_angstrom": [[0.131, -0.074, 0.065], [0.018, 0.024, -0.234], [0.067, 0.004, -0.078], [0.042, 0.145, -0.022], [-0.034, -0.255, -0.065], [-0.051, 0.224, -0.031], [-0.107, -0.065, -0.114], [-0.122, 0.243, -0.033], [-0.124, -0.205, 0.251], [-0.108, -0.016, 0.110], [0.042, -0.026, 0.132], [-0.024, 0.176, -0.024], [0.018, -0.097, 0.186], [0.140, 0.147, -0.035], [0.137, -0.105, -0.043], [-0.027, -0.121, -0.068]],
  "mulliken_charge": [-0.781, -0.096, -0.614, -0.474, -0.647, 0.100, 0.268, 0.058, 0.142, 0.364, 0.343, 0.270, -0.125, 0.381, 0.408, 0.403]
}

***

(6)
{
  "formula": "C6H10",
  "method": "wB97M-V/def2-TZVPD",
  "energy_ha": -234.4503,
  "charge": 0,
  "e_homo_ha": -0.3026,
  "e_above_lowest_kcal_mol": 95.5,
  "gap_ev": 8.36,
  "largest_force_ev_per_a": 0.427,
  "symbols": ["C", "C", "C", "C", "C", "C", "H", "H", "H", "H", "H", "H", "H", "H", "H", "H"],
  "coordinates": [[1.9964, 0.7273, 0.3440], [0.1086, -1.4014, 0.2539], [0.5205, 0.9695, 0.0341], [-0.4332, -0.0536, 0.6727], [-1.7507, -0.2869, -0.0852], [-0.9895, -1.4211, -0.7891], [2.1845, 0.7668, 1.4202], [2.5726, 1.5213, -0.1351], [2.3613, -0.2412, -0.0121], [0.2420, 1.9562, 0.4068], [0.3912, 0.9946, -1.0550], [-0.4868, 0.1212, 1.7522], [-2.5308, -0.6755, 0.5729], [-2.1530, 0.5257, -0.6970], [-0.5699, -1.1087, -1.7551], [-1.4633, -2.3942, -0.9282]],
  "forces_ev_per_angstrom": [[0.116, 0.129, 0.036], [-0.399, -0.144, -0.050], [0.136, 0.221, -0.095], [0.254, -0.125, 0.239], [-0.134, 0.107, 0.005], [0.010, -0.272, -0.082], [-0.010, -0.010, -0.072], [0.137, -0.064, 0.101], [-0.150, 0.197, 0.015], [-0.082, 0.071, -0.096], [-0.143, -0.092, 0.143], [0.169, 0.027, -0.042], [0.029, 0.117, -0.112], [0.011, -0.043, 0.102], [0.021, -0.105, 0.078], [0.036, -0.013, -0.169]],
  "mulliken_charge": [-1.173, -0.713, -0.596, 0.400, -0.814, -0.310, 0.287, 0.374, 0.368, 0.307, 0.285, 0.471, 0.278, 0.279, 0.218, 0.340]
}